(1)
This record from the OMol25 dataset describes a 12-piece molecular cluster, C38H83BBr2N13O27 overall in a non-equilibrium geometry. The level of theory is the ωB97M-V functional and the def2-TZVPD basis.

Last column: Mulliken charge in e.
Cartesian coordinates (Å):
Br1 -0.500 1.895 -5.937  -0.1529
Br2 -0.442 -1.066 -4.603  -0.0757
O1 -6.171 1.201 5.442  -0.4792
O2 2.383 5.241 7.112  -0.4597
O3 3.805 -4.855 -5.807  -0.5227
O4 -2.760 -1.516 -0.812  -0.3969
O5 -3.087 -1.280 1.601  -0.8250
O6 1.173 5.532 0.925  -0.5441
O7 2.553 2.729 4.625  -0.6210
O8 4.282 3.982 3.585  -0.2840
O9 -10.069 2.328 -1.984  -0.5307
O10 8.575 6.728 -0.495  -0.4979
O11 6.644 5.792 -0.821  -0.5083
O12 7.342 7.467 6.306  -0.5582
O13 -0.632 -11.012 3.976  -0.5178
O14 -10.722 1.621 -3.930  -0.5054
O15 -4.100 1.683 5.885  -0.5086
O16 1.267 -8.907 -7.337  -0.5472
O17 -7.588 3.068 2.192  -0.5095
O18 1.802 -5.194 -6.581  -0.4791
O19 -2.325 -6.301 2.040  -0.5147
O20 5.476 7.660 7.399  -0.5229
O21 0.233 5.236 7.406  -0.5114
O22 -6.802 3.705 0.269  -0.6150
O23 -1.310 -11.494 1.971  -0.5168
O24 -0.799 -9.413 -7.769  -0.5385
O25 -2.756 -10.250 -4.428  -0.5285
O26 -4.757 -10.588 -5.199  -0.5248
O27 -0.394 -5.361 2.351  -0.5352
N1 -5.299 1.728 6.111  0.8614
N2 1.582 1.213 0.703  0.9844
N3 3.015 -5.324 -6.613  0.8423
N4 -9.916 2.141 -3.183  0.8608
N5 0.069 -8.868 -7.109  0.9389
N6 -7.711 3.373 1.019  0.9542
N7 6.223 7.096 6.617  0.9281
N8 7.360 6.746 -0.550  0.8221
N9 -1.061 -10.714 2.874  0.8721
N10 -1.825 1.357 -1.238  0.6386
N11 1.380 5.128 7.800  0.7788
N12 -1.612 -5.348 2.304  0.9031
N13 -3.547 -10.722 -5.231  0.8676
C1 2.373 0.213 -0.091  -0.3870
C2 3.707 -1.883 -2.447  -1.1517
C3 1.704 -0.400 -1.409  0.5639
C4 -2.989 -11.529 -6.347  -0.6727
C5 1.188 4.442 0.290  -0.1965
C6 4.236 -4.369 -2.904  -1.2066
C7 3.881 0.742 -0.189  -1.4683
C8 4.817 3.843 1.077  0.1754
C9 2.971 3.794 4.111  0.8063
C10 5.350 2.870 -0.086  -1.0190
C11 -4.551 1.719 1.109  0.6781
C12 3.017 -3.300 -2.635  0.7136
C13 6.694 8.042 -0.259  -0.7079
C14 4.569 3.076 2.487  -0.4408
C15 -5.740 2.492 7.307  -0.7571
C16 -3.179 2.460 0.757  -0.3607
C17 1.971 -3.480 -3.824  -0.6642
C18 -8.632 2.586 -3.786  -0.6625
C19 -2.281 -4.053 2.594  -0.4333
C20 3.574 -6.125 -7.733  -0.7656
C21 2.749 -0.581 -2.651  -0.0272
C22 -0.583 0.950 -0.678  0.4073
C23 0.513 1.936 -0.122  0.0990
C24 -0.057 0.461 -3.331  -0.7192
C25 1.956 5.020 3.993  -0.5954
C26 -0.130 1.703 -3.976  -0.1507
C27 -1.304 -9.273 2.602  -0.7150
C28 -0.892 -0.141 0.517  -1.1700
C29 0.106 3.033 -3.188  -0.1465
C30 0.166 3.238 0.696  0.1717
C31 -2.695 2.406 -0.762  -0.8506
C32 -4.529 1.509 2.730  -0.8930
C33 4.167 2.127 -0.922  0.2098
C34 0.220 0.072 -1.824  -0.3218
C35 -9.085 3.335 0.454  -0.6736
C36 1.571 4.834 9.244  -0.7690
C37 -0.377 -8.091 -5.923  -0.6694
C38 5.730 5.846 5.981  -0.3591
B1 -2.260 -0.959 0.451  0.4800
H1 -2.002 -3.757 3.604  0.3254
H2 -0.418 -0.901 -1.761  0.5415
H3 5.681 4.576 1.307  0.2737
H4 2.089 -2.721 -4.662  0.2065
H5 -9.454 2.316 0.554  0.3017
H6 -0.897 -8.778 -5.256  0.2455
H7 -2.361 -9.156 2.367  0.2876
H8 -2.303 0.779 -1.924  0.7493
H9 7.053 8.767 -0.989  0.2911
H10 -3.349 3.578 1.005  0.4169
H11 -3.660 2.414 -1.402  0.3995
H12 -4.737 0.741 0.553  0.2243
H13 5.972 2.033 0.408  0.3795
H14 -1.041 -8.699 3.488  0.3046
H15 -1.929 -3.331 1.860  -0.0382
H16 2.567 -3.633 -1.623  0.2133
H17 5.617 7.910 -0.345  0.2936
H18 -0.489 3.218 -2.241  -0.2579
H19 4.537 -1.793 -3.248  0.2747
H20 -2.343 2.139 1.489  -0.0891
H21 3.371 0.372 -2.836  0.0148
H22 1.076 3.887 9.455  0.2892
H23 3.150 -7.127 -7.663  0.2310
H24 -9.694 4.035 1.026  0.3024
H25 4.519 -4.244 -4.015  0.2682
H26 5.115 -4.212 -2.191  0.3354
H27 4.630 -0.015 -0.604  0.2694
H28 2.637 4.766 9.450  0.3275
H29 -8.868 3.320 -4.555  0.2956
H30 6.414 5.045 6.257  0.2782
H31 1.596 -1.528 -1.146  -0.0803
H32 -3.277 -11.044 -7.279  0.2732
H33 5.722 6.006 4.904  0.2357
H34 -0.843 3.726 0.598  -0.0598
H35 1.254 0.903 1.630  0.7465
H36 2.463 5.795 3.305  0.2502
H37 1.220 3.178 -2.906  0.0532
H38 -1.906 -11.562 -6.248  0.2863
H39 2.237 1.995 0.945  -0.5913
H40 4.653 1.884 -1.941  0.6216
H41 -4.455 0.417 3.035  0.1781
H42 1.951 -4.565 -4.202  0.0658
H43 1.632 5.463 4.989  0.2624
H44 -0.887 0.495 1.487  -0.0184
H45 -3.617 2.033 3.211  0.2787
H46 -0.678 -8.988 1.758  0.2832
H47 -0.025 -0.891 0.653  0.1048
H48 1.897 4.396 -0.602  0.5053
H49 1.056 4.635 3.392  0.0423
H50 2.245 -0.792 -3.646  0.3163
H51 -3.358 -4.188 2.516  0.2876
H52 -1.043 -7.305 -6.278  0.2957
H53 -8.014 3.029 -3.007  0.2347
H54 -9.043 3.628 -0.590  0.2057
H55 6.968 8.333 0.754  0.2923
H56 3.278 2.797 -1.139  -0.4011
H57 -5.431 2.446 0.936  -0.3057
H58 6.047 3.466 -0.765  0.3571
H59 1.120 5.650 9.807  0.2910
H60 -0.131 3.915 -3.888  0.5725
H61 0.918 -3.304 -3.378  0.1314
H62 0.371 3.079 1.825  0.3742
H63 1.190 2.279 -0.999  -0.8203
H64 0.496 -7.664 -5.435  0.2703
H65 -3.723 -1.973 1.289  0.2758
H66 4.238 -1.907 -1.441  0.3531
H67 -3.414 -12.530 -6.274  0.2916
H68 -6.266 1.800 7.963  0.2823
H69 3.756 -5.406 -2.813  0.3630
H70 3.715 2.322 2.427  0.1445
H71 4.657 -6.157 -7.635  0.3373
H72 2.488 -0.651 0.678  0.3086
H73 -4.863 2.903 7.804  0.3120
H74 -3.452 -0.936 -1.189  0.3349
H75 3.932 4.508 0.792  -0.0435
H76 -6.398 3.289 6.964  0.2912
H77 4.213 0.881 0.913  0.8152
H78 4.726 5.639 6.348  0.0344
H79 -2.218 3.442 -0.987  0.0730
H80 -5.442 1.984 3.234  0.2235
H81 -8.148 1.709 -4.212  0.2760
H82 3.285 -5.637 -8.663  0.2999
H83 5.500 2.471 2.800  0.2615

Cartesian forces, eV/Å:
0.40 0.08 2.19
0.27 1.02 1.67
0.46 0.17 0.36
-0.42 0.01 0.17
-0.60 -0.26 -0.78
0.57 1.41 1.48
1.66 -0.07 -2.55
-0.04 -4.28 -2.27
2.17 3.11 -2.22
-2.24 -0.49 -0.21
-0.15 -0.25 -0.69
-0.68 -0.14 -0.05
0.31 0.21 0.08
-0.50 -0.10 0.16
-0.18 -0.02 -0.49
0.40 0.27 0.50
-0.48 -0.10 -0.01
-0.45 -0.09 -0.10
0.22 0.19 -0.59
0.51 -0.01 0.09
0.44 0.31 0.10
0.40 -0.14 -0.31
0.62 -0.01 -0.01
-0.39 0.09 0.31
0.14 0.28 0.43
0.46 0.14 0.21
-0.37 -0.02 -0.21
0.63 0.02 0.11
-0.50 -0.06 -0.06
0.06 -0.13 -0.17
-0.10 1.76 -0.49
0.13 0.03 0.00
-0.39 -0.19 -0.09
0.09 0.02 -0.07
-0.21 0.07 0.18
0.04 0.26 0.20
0.33 -0.08 -0.04
0.08 -0.27 0.14
-0.79 1.21 -0.10
-0.10 0.00 -0.05
0.00 -0.32 -0.04
-0.17 0.07 0.10
2.05 -2.48 0.68
0.10 0.55 -0.77
0.26 -1.92 -0.86
0.29 -0.17 -0.16
-0.76 3.32 2.13
-1.20 0.55 -0.51
0.18 0.63 0.80
1.18 0.23 1.15
-2.17 -1.38 1.65
-0.63 0.01 0.27
0.04 0.79 1.70
1.28 -1.25 0.19
-0.33 0.17 0.02
0.51 -0.98 -0.67
0.10 0.22 0.27
0.03 0.41 0.12
-1.20 0.01 1.33
0.32 0.17 0.07
-0.20 0.03 0.04
0.30 -0.20 -0.15
0.70 -0.05 0.13
1.16 -3.48 0.15
0.21 1.89 -1.07
-0.05 1.84 -2.17
1.16 0.12 -1.49
0.27 -1.49 1.90
0.00 0.30 0.11
1.36 1.07 1.48
0.70 1.38 -0.92
1.49 1.11 0.51
-1.09 2.34 0.23
0.06 0.18 0.14
1.91 -0.23 -0.39
-2.02 -1.56 -0.05
-0.06 0.22 -0.14
0.26 -0.07 0.27
0.09 0.17 0.32
-0.29 -0.22 -0.03
-2.49 -1.08 -0.17
0.07 0.05 -0.16
1.21 1.54 -0.24
-1.41 -1.06 -0.40
0.11 -1.25 0.91
0.01 0.15 0.07
-0.10 0.06 -0.15
0.16 -0.04 -0.12
1.13 -0.11 0.28
0.08 -0.06 0.16
0.25 -1.70 -0.38
1.63 -0.17 0.88
0.43 1.22 0.69
-0.78 1.33 -0.81
-0.01 -0.17 -0.10
0.12 -0.14 0.24
0.36 0.62 -1.58
0.18 -0.07 -0.02
0.40 -0.75 -1.30
-1.27 -0.11 1.20
-1.27 0.26 -1.24
-0.91 -1.46 0.44
-0.07 0.17 -0.03
-0.11 0.14 -0.07
0.07 -0.18 0.09
-0.03 -0.13 2.19
-1.24 -0.37 -1.02
-1.54 0.82 0.53
-0.15 0.04 -0.13
0.00 -0.19 -0.01
0.02 0.13 -0.14
-0.18 1.99 -0.18
-0.05 -0.10 0.11
0.14 -0.07 0.11
0.94 -0.98 -0.02
-0.19 -0.35 -0.61
-0.91 -0.96 1.33
-1.57 -0.42 -0.60
-0.18 0.07 0.03
-0.36 -0.72 -0.21
-1.07 0.42 1.45
-0.20 1.42 -0.43
0.26 1.95 0.50
0.58 -0.85 -1.37
-0.23 -1.19 -1.15
-1.36 -0.80 -0.90
-0.18 -0.06 0.01
-1.16 0.91 -0.25
-0.82 -0.50 0.75
1.24 0.50 1.16
0.11 0.43 1.48
0.17 -0.10 0.01
-0.02 -0.17 0.02
-0.15 -0.08 -0.05
0.10 -0.06 0.30
0.11 0.02 -0.16
0.98 -0.77 0.47
1.80 -1.45 -0.17
-1.13 -0.83 0.88
-0.07 -0.14 -0.09
0.35 -1.34 1.07
1.56 -0.15 -0.82
-0.59 0.22 -1.63
-1.45 -0.52 1.18
-0.07 -0.08 -0.18
0.53 1.02 0.35
-0.67 0.18 -1.15
-0.08 0.16 -0.05
-0.06 0.09 -0.15
1.03 1.35 0.05
1.04 0.87 0.09
-0.17 0.09 0.09
-0.32 1.20 -1.50
-0.07 -0.11 -0.15
0.41 -0.65 0.31
1.05 -1.09 0.29
-0.04 -0.18 0.03
-0.60 -0.30 -1.64
0.15 0.12 0.01
-0.69 -1.43 0.26
1.26 -0.90 -0.94
-0.15 0.11 -0.07
-0.11 -0.11 0.12
-1.33 0.96 -0.74

As for the net charge: +1. The orbital gap is 8.55 eV. The value obtained for the molecular weight is 1324.77 g/mol.

(2)
This record from the OMol25 dataset describes C38H83N4O2 as an isolated structure in a non-equilibrium geometry. The level of theory is the ωB97M-V functional and the def2-TZVPD basis.

Last column: Mulliken charge in e.
Cartesian coordinates (Å):
O1 0.069 1.800 1.321  0.0841
O2 0.433 -0.279 0.545  -0.0284
N1 -0.165 3.346 -1.502  -0.2174
N2 -2.185 -0.700 -2.998  0.2784
N3 -0.413 -3.065 0.979  1.3910
N4 2.508 0.571 2.680  0.4296
C1 -2.732 0.209 -1.822  -3.2944
C2 -3.780 -2.373 -1.142  -1.3220
C3 -0.136 -1.137 -4.565  -1.2477
C4 1.972 -1.601 1.595  0.0356
C5 0.736 0.979 -1.477  1.3159
C6 -0.983 -0.793 -5.794  -0.9269
C7 0.662 -2.374 0.039  -0.7580
C8 -2.536 -1.115 -5.558  -0.8143
C9 2.178 2.811 1.334  1.8260
C10 -2.997 -0.423 -4.288  -0.5731
C11 -0.097 -2.588 2.428  -0.5289
C12 3.011 2.029 2.384  -1.5452
C13 -0.201 0.557 1.289  -3.5237
C14 -0.909 4.417 0.837  -0.9264
C15 -0.896 4.357 -2.425  -0.9995
C16 -0.100 1.975 -2.198  -0.7339
C17 1.221 3.938 -1.464  -1.4559
C18 3.572 -0.125 3.613  -0.7920
C19 -1.356 0.089 2.114  -0.0108
C20 -1.482 4.131 2.183  -1.3119
C21 2.081 1.579 -1.079  -0.9028
C22 -0.845 3.156 -0.079  -0.7366
C23 -2.433 -3.101 -0.721  -0.8122
C24 3.310 -1.622 3.772  -0.4244
C25 0.995 -5.171 1.388  -0.8140
C26 1.263 -3.128 2.939  -0.6193
C27 -0.622 -0.421 -3.317  0.8098
C28 2.714 4.274 1.290  -2.1866
C29 -1.817 0.168 -0.568  3.3292
C30 -0.312 -4.613 0.832  -0.9484
C31 2.111 3.085 -0.550  -1.1130
C32 1.199 0.720 3.521  -0.2941
C33 3.139 -2.310 2.353  -0.8569
C34 -2.521 -2.180 -2.684  -1.2051
C35 2.224 -0.108 1.322  -0.1526
C36 -1.842 -2.542 0.611  -0.1028
C37 1.326 -4.646 2.843  -1.3734
C38 -2.431 1.005 0.510  -1.4917
H1 1.375 1.479 4.283  0.5343
H2 -2.446 -4.189 -0.656  0.8088
H3 0.695 -5.102 3.606  0.5220
H4 -3.943 -2.579 -2.200  0.2199
H5 4.460 -0.001 2.993  0.5418
H6 -1.713 -2.898 -1.514  0.2530
H7 -0.601 0.667 -3.383  0.6369
H8 -0.161 -0.824 -2.416  -0.5084
H9 2.773 1.444 -1.911  0.7753
H10 2.624 0.981 -0.347  -0.2009
H11 -1.489 5.255 0.451  0.4615
H12 -1.143 3.226 2.687  0.1445
H13 -4.055 -0.601 -4.099  0.3958
H14 0.902 0.237 -2.258  0.6194
H15 -3.747 -0.165 -1.684  1.0653
H16 -0.900 -3.043 3.008  0.5451
H17 1.657 4.100 -2.450  0.4125
H18 4.022 1.875 2.006  0.2833
H19 1.775 -4.942 0.662  0.3827
H20 0.334 -2.469 -0.996  0.2875
H21 -1.112 -5.115 1.376  0.4917
H22 -1.795 1.179 1.378  0.5242
H23 -0.819 0.522 -0.829  -0.7551
H24 -1.298 4.955 2.872  0.4742
H25 1.510 -2.917 3.979  0.3855
H26 1.024 -0.280 3.918  0.2856
H27 -2.483 -2.850 -3.543  0.4949
H28 1.029 -1.687 2.136  -0.9876
H29 -0.526 4.125 -3.424  0.4085
H30 -1.822 -2.476 -1.902  -0.3514
H31 -0.598 -1.335 -6.658  0.5600
H32 -2.552 3.921 2.197  0.3684
H33 -1.113 1.589 -2.309  0.3204
H34 -2.168 0.810 2.013  -0.0917
H35 -4.617 -2.836 -0.619  0.6451
H36 0.102 4.806 0.959  0.3282
H37 -3.124 -0.579 -6.304  0.4827
H38 -3.842 -1.316 -0.884  0.0808
H39 -3.554 -2.148 -2.339  0.9696
H40 -1.959 4.139 -2.329  0.4187
H41 -2.763 -2.180 -5.609  0.3472
H42 3.797 4.270 1.163  0.4654
H43 1.053 4.931 -1.045  0.6347
H44 1.704 3.118 0.460  0.0793
H45 2.308 -5.018 3.135  0.5905
H46 4.029 -2.204 1.732  0.5673
H47 1.116 2.901 1.565  0.5793
H48 2.400 4.746 0.359  0.7554
H49 4.236 -1.960 4.237  0.4889
H50 0.249 0.483 -0.636  -0.1501
H51 2.995 2.652 3.278  0.3015
H52 -2.717 1.200 -2.274  0.6454
H53 0.875 -0.810 -4.809  0.4685
H54 1.699 -1.977 0.609  -0.1635
H55 -1.641 -0.913 1.794  0.6285
H56 -3.383 0.547 0.778  0.6192
H57 -2.491 -2.753 1.461  0.4440
H58 -1.724 -1.458 0.627  -1.5373
H59 -0.368 -4.927 -0.211  0.4218
H60 1.701 -2.670 0.179  0.7139
H61 -0.023 -1.501 2.455  0.7831
H62 0.866 -6.254 1.374  0.5501
H63 0.639 -1.302 0.236  0.1100
H64 -2.771 1.941 0.065  0.7578
H65 2.468 -1.908 4.403  0.4517
H66 2.457 4.949 2.106  0.3083
H67 0.427 0.995 2.802  0.2729
H68 1.363 0.332 0.817  -1.1124
H69 2.428 2.347 0.380  -0.2217
H70 3.148 3.421 -0.560  1.4242
H71 -0.134 -2.207 -4.356  0.3846
H72 3.107 0.059 0.705  1.1403
H73 -1.891 3.004 -0.346  1.4754
H74 2.141 -2.708 2.449  -1.1905
H75 -1.780 -0.856 -0.197  0.4082
H76 -0.533 2.269 0.473  -0.2107
H77 -0.771 5.419 -2.214  0.3533
H78 -0.865 0.272 -5.995  0.3344
H79 0.322 2.158 -3.186  0.9038
H80 -1.114 0.187 3.172  0.6523
H81 -2.816 0.646 -4.398  0.4482
H82 3.683 0.390 4.568  0.3561
H83 2.939 -3.372 2.492  0.0331

Cartesian forces, eV/Å:
0.79 -8.36 3.26
-11.97 5.45 2.74
0.18 0.96 -0.37
0.14 -1.04 -2.13
1.26 0.23 -1.01
-0.05 2.27 1.77
1.56 -0.62 -1.63
-4.88 -4.22 8.89
-0.76 0.16 -0.10
5.58 7.49 1.57
2.43 1.61 -1.16
-1.43 -0.70 0.41
-5.49 -7.13 -6.15
1.75 0.97 0.13
8.85 -2.63 14.36
0.85 0.96 0.84
-1.53 -3.86 1.74
-0.79 -0.44 1.69
-1.54 0.39 0.71
1.29 -0.26 -1.01
-0.71 -1.55 0.31
-0.36 2.50 0.56
0.91 -0.04 -0.29
-0.86 -0.14 -2.05
2.35 -3.34 6.45
-0.81 -0.81 1.54
0.71 0.65 -0.74
-2.82 4.68 -3.93
-0.12 -2.38 6.23
1.17 0.15 -1.16
-0.05 0.73 0.89
-7.31 -5.64 3.25
-2.89 -1.41 -0.19
1.45 0.81 1.06
-2.05 0.14 -1.87
0.47 -0.02 0.87
-4.73 2.84 -13.87
1.77 -0.75 -0.99
9.52 5.09 -0.97
7.46 6.96 -12.01
7.32 -0.13 4.57
0.29 -1.97 0.71
-0.53 -0.70 -0.97
-4.64 3.80 -6.21
-0.07 -0.25 0.05
-0.82 -0.06 0.20
-0.35 -0.24 -0.24
-13.12 -12.07 6.43
0.33 -0.04 0.41
3.50 -13.61 13.74
0.17 -1.41 -0.81
-0.44 -0.10 -0.55
-0.01 0.70 -0.40
-0.62 0.27 -0.66
0.02 -0.16 -0.59
0.72 0.11 -0.07
0.04 0.03 0.28
1.05 0.44 0.99
0.24 1.30 -0.24
-0.44 0.49 0.14
-0.70 -0.14 -0.59
0.00 0.36 0.00
0.36 0.02 0.24
-0.51 -0.85 -0.52
-0.44 0.62 0.08
-0.86 4.88 -6.96
-2.97 -0.45 -0.32
-0.13 0.03 -0.09
-1.60 -0.10 -0.11
-0.18 0.27 0.42
0.53 0.16 -0.44
4.06 2.56 -1.78
-0.22 0.26 0.00
-3.12 13.59 -14.13
-0.15 0.05 0.00
-0.31 0.54 -0.42
0.38 1.28 0.31
-0.98 -3.83 6.25
-0.11 -0.19 1.38
0.14 0.12 0.14
0.04 -0.37 -0.36
0.08 -1.12 -0.21
11.62 12.04 -7.04
-0.04 -0.05 -0.27
0.05 0.09 0.04
0.26 0.05 0.43
0.32 0.02 0.14
-6.57 4.07 -9.88
0.35 0.07 -0.16
0.73 0.37 0.12
1.46 0.02 0.51
-0.18 0.58 1.02
-0.10 -0.39 0.15
2.30 1.36 -2.37
0.51 -0.77 0.72
-0.64 -0.01 0.23
0.22 -0.14 0.40
4.14 4.81 5.49
-0.41 1.42 1.56
-0.05 -0.26 0.80
0.06 -0.44 0.14
-0.08 -2.77 0.64
-0.23 0.65 -0.12
-1.63 -6.47 -4.28
-2.33 -0.76 0.60
0.15 -0.03 0.08
-0.65 -4.13 -1.62
-0.65 -0.51 -0.19
0.77 0.88 0.19
-0.02 -0.43 0.35
1.37 0.25 2.46
6.07 1.90 1.37
2.77 -4.84 6.72
-0.33 -0.01 -0.24
0.15 -0.10 -0.20
0.72 -0.42 0.74
0.50 0.53 -0.68
-8.89 -3.92 1.53
0.22 2.26 -2.65
-1.15 2.41 -3.39
0.51 -0.33 0.48
-0.14 0.10 -0.13
-0.01 0.36 -0.05
0.42 -1.19 0.28
-0.45 0.24 -0.41
-0.29 0.23 -0.23
3.89 -0.55 -0.62

As for the relative energy (zero: lowest compared OMol25 entry of this formula, charge and spin): 6833.0 kJ/mol. As for the net charge: +3. The orbital gap is 6.53 eV. The value obtained for the molecular weight is 628.11 g/mol.